{
  "formula": "C8H34N2O8",
  "method": "wB97M-V/def2-TZVPD",
  "lumo_energy_ha": 0.006,
  "molar_mass_g_mol": 286.4,
  "fmax_ev_per_a": 3.93,
  "homo_ha": -0.3353,
  "relative_energy_kcal_mol": 41.8,
  "smiles": "COC[C@H](C)N.COC[C@H](C)N.O.O.O.O.O.O",
  "orbital_gap_ev": 9.29,
  "e_tot_ev": -28205.9770,
  "species": ["C", "O", "C", "C", "C", "N", "H", "H", "H", "H", "H", "H", "H", "H", "H", "H", "H", "C", "O", "C", "C", "C", "N", "H", "H", "H", "H", "H", "H", "H", "H", "H", "H", "H", "O", "H", "H", "O", "H", "H", "O", "H", "H", "O", "H", "H", "O", "H", "H", "O", "H", "H"],
  "xyz": [[-29.8022, -1.2545, 24.1486], [-30.5676, -0.2959, 24.9457], [-30.3183, -0.2808, 26.3361], [-30.9839, 0.9792, 26.9041], [-30.4666, 1.1151, 28.3849], [-32.4638, 0.7076, 27.0906], [-28.7254, -1.1112, 24.0587], [-30.1609, -1.4256, 23.1337], [-29.7506, -2.3089, 24.4200], [-30.6651, -1.2690, 26.6380], [-29.2554, -0.1685, 26.5500], [-30.6786, 1.8837, 26.3779], [-29.4053, 0.9431, 28.5645], [-30.9773, 0.3259, 28.9367], [-30.7987, 2.0718, 28.7879], [-32.5848, -0.0380, 27.7610], [-32.9014, 1.3434, 27.7420], [-35.7219, 3.8641, 26.5800], [-35.2151, 3.4121, 25.3541], [-35.7186, 4.1149, 24.2113], [-34.8390, 3.7335, 22.9928], [-34.8223, 4.7106, 21.8104], [-35.1630, 2.4483, 22.4635], [-36.7351, 3.5209, 26.7891], [-35.5196, 4.9091, 26.8147], [-35.1424, 3.2521, 27.2712], [-36.7382, 3.8789, 23.9065], [-35.6175, 5.1962, 24.3051], [-33.8376, 3.9127, 23.3840], [-35.6580, 4.6028, 21.1189], [-33.9274, 4.5603, 21.2065], [-34.7847, 5.7260, 22.2048], [-35.2715, 1.9111, 23.3118], [-34.2982, 2.1147, 22.0622], [-34.3721, 0.6569, 25.1687], [-33.6798, 0.6770, 25.8294], [-35.0526, 1.2332, 25.5165], [-32.0282, 1.5097, 23.7421], [-32.8411, 1.1990, 24.1406], [-31.3354, 1.0849, 24.2478], [-34.6279, -1.2369, 22.8255], [-35.3060, -1.8790, 23.0353], [-34.6375, -0.6278, 23.5638], [-32.2897, 4.1062, 25.4612], [-33.1332, 3.6726, 25.5905], [-31.6402, 3.4355, 25.6725], [-29.9688, 3.0734, 22.8685], [-30.7650, 2.7109, 23.2569], [-30.0121, 2.8157, 21.9476], [-32.5209, -0.1150, 21.5329], [-32.1834, 0.5671, 22.1134], [-33.2195, -0.5339, 22.0356]],
  "forces_ev_per_angstrom": [[0.3959, -0.7106, -0.2595], [1.2571, -1.2621, -1.7811], [0.1629, 0.4883, -1.2205], [-0.2519, -1.9538, 3.4015], [-0.3320, -0.2102, -0.4929], [0.1331, 0.6789, -0.4697], [0.0677, 1.2820, 0.2523], [-0.6357, 1.2431, 0.0203], [-0.9696, -0.1429, 1.4792], [-0.1974, 0.2557, 1.1630], [0.2537, -0.2267, -0.1240], [-0.6060, -0.2979, -0.4429], [0.0949, 0.3940, -0.3120], [0.0719, 0.0119, 0.2543], [0.2248, 0.0083, 0.1011], [0.6989, -1.3243, -0.5267], [0.1814, 1.6086, -0.3634], [0.6214, -1.3060, 1.0211], [-0.6408, 0.5971, -1.0558], [0.7026, 0.0711, -2.0001], [0.2372, 2.2800, -0.1407], [-0.4371, 0.5765, 0.3467], [0.2425, -0.6858, 1.0194], [-0.4421, 0.5768, -0.4167], [-0.2744, 0.1235, -0.3216], [0.1704, 0.2784, 0.5396], [-0.4180, -0.2374, 0.7266], [-0.0580, 0.0889, 0.5354], [0.5094, -0.8788, 0.2705], [-0.2543, -0.0259, 0.2616], [0.1160, -0.1191, 0.1505], [0.0160, 0.2366, -0.2467], [-0.1220, -0.9676, -0.1491], [0.0234, -0.5778, -0.4959], [-0.9593, -0.4993, -1.1411], [1.0370, -0.2733, 0.9983], [-0.2359, 0.4360, -0.1791], [-0.1012, 0.8566, -0.4342], [-0.6975, 0.0444, 0.1670], [0.4551, -0.7459, 0.1171], [-0.1879, -0.2410, -0.0587], [-0.0927, -0.2034, -0.0989], [-0.0168, 0.4063, 0.6163], [0.2497, 0.4376, 0.3160], [-0.5443, -0.2034, -0.1895], [0.1427, -0.0467, -0.1898], [0.6804, 0.3021, 0.0281], [-0.5834, 0.0165, 0.0175], [0.0035, -0.0559, -0.1964], [0.4279, 0.0276, -0.7517], [0.1898, 0.2509, 0.3166], [-0.3090, -0.3818, -0.0613]]
}

{
  "formula": "C8H34N7O12",
  "method": "wB97M-V/def2-TZVPD",
  "lumo_energy_ha": 0.089,
  "molar_mass_g_mol": 420.4,
  "total_charge": -1,
  "fmax_ev_per_a": 2.65,
  "homo_ha": -0.2386,
  "orbital_gap_ev": 8.91,
  "e_tot_ev": -43854.7144,
  "species": ["O", "C", "O", "O", "H", "C", "O", "N", "N", "H", "H", "H", "H", "C", "O", "N", "N", "H", "H", "H", "H", "C", "O", "N", "N", "H", "H", "H", "H", "C", "C", "C", "O", "C", "N", "H", "H", "H", "H", "H", "H", "H", "H", "H", "H", "H", "O", "H", "H", "O", "H", "H", "O", "H", "H", "O", "H", "H", "O", "H", "H"],
  "xyz": [[0.8289, 0.9089, -0.9816], [1.0387, 1.1707, 0.3446], [2.0872, 1.7658, 0.7483], [0.2156, 0.7357, 1.1649], [1.5384, 1.2860, -1.5234], [-3.4426, 0.6744, -2.3928], [-3.3426, 0.7980, -3.6009], [-4.4173, 1.3318, -1.6672], [-2.5769, 0.0574, -1.5625], [-5.1013, 1.8321, -2.2108], [-4.6879, 1.0463, -0.7397], [-2.7616, -0.0254, -0.5707], [-1.7433, -0.3107, -2.0106], [-3.3652, -0.2573, 2.1655], [-3.5939, -0.0518, 0.9952], [-4.2438, -0.7565, 3.0719], [-2.1783, -0.0461, 2.6660], [-5.1000, -1.1872, 2.7687], [-3.9609, -0.8505, 4.0305], [-1.4500, 0.0707, 1.9698], [-2.0906, -0.3726, 3.6121], [2.0699, 0.9274, 4.4171], [2.7148, 1.3161, 5.3646], [2.5573, 0.4266, 3.2877], [0.7380, 0.9440, 4.4573], [3.5426, 0.3200, 3.1237], [1.9210, 0.3948, 2.5038], [0.3736, 1.4634, 5.2382], [0.1748, 0.7489, 3.6452], [1.9403, -2.0960, -2.9807], [0.4896, -2.5932, -2.7149], [0.4228, -3.3426, -1.3741], [1.1911, -4.4872, -1.1289], [0.8899, -5.6164, -1.9387], [-0.3851, -1.4052, -2.6888], [2.0881, -1.5160, -3.8902], [2.5442, -3.0004, -3.1062], [2.3355, -1.6041, -2.0919], [0.0943, -3.2432, -3.4991], [-0.6210, -3.6389, -1.2280], [0.6906, -2.5899, -0.6297], [1.3663, -6.4980, -1.5129], [1.2303, -5.4888, -2.9680], [-0.1893, -5.7919, -1.9405], [-0.3116, -0.9923, -3.6106], [0.1781, -0.8421, -2.0575], [-1.5788, 3.4016, 0.3829], [-1.0888, 3.2979, 1.2040], [-1.6469, 2.5094, 0.0284], [-0.7908, 2.5309, -3.1492], [-1.7294, 2.5492, -2.9431], [-0.3568, 2.3301, -2.3116], [3.4853, 1.2485, -1.9463], [4.1439, 1.7494, -2.4331], [3.9910, 0.6124, -1.4343], [1.1157, 3.8413, 2.5736], [1.1803, 2.9665, 2.1673], [2.0253, 4.0984, 2.7370], [4.1730, 3.2627, 1.9206], [3.9324, 3.1134, 2.8387], [3.4459, 2.8735, 1.4115]],
  "forces_ev_per_angstrom": [[-0.3634, 0.1492, 0.1106], [1.9597, 0.5911, 1.6797], [-0.6891, -0.2064, -1.6801], [-1.4510, -0.6808, -0.1602], [0.4723, 0.0639, 0.3504], [-0.0577, 0.6224, 1.6413], [0.0745, -0.1279, -0.5098], [-1.0510, 0.5024, -0.4340], [0.5700, -0.2231, -1.0561], [0.0055, -0.2081, 0.0324], [0.3079, -0.0619, -0.0099], [0.1577, 0.0632, -0.1916], [-0.4601, -0.3922, 0.4731], [-0.6644, -0.4900, -0.1926], [-1.4121, -0.0138, -1.1823], [-1.2397, -0.2327, 0.3447], [1.5016, 0.3698, 1.1155], [0.0855, 0.2328, 0.0072], [-0.2355, -0.1690, -0.0864], [0.7475, 0.2824, 0.3989], [1.1679, 0.1012, -0.1917], [0.4237, -0.0343, 0.1375], [1.2998, 0.4472, 1.1997], [0.4688, -0.9093, -1.3164], [-2.1648, -0.0528, 0.4659], [-0.1180, 0.3178, 0.1388], [0.3167, 0.0073, -0.2894], [-0.2343, 0.0148, -0.3074], [0.0546, 0.3150, -0.0155], [-0.0869, -2.0281, -0.0324], [0.8149, 0.1883, -0.8096], [-1.2563, 0.6503, -0.0341], [1.0596, -0.4628, -0.4664], [-0.2649, 0.5505, 0.2322], [0.8323, -1.1078, 0.7313], [-0.3341, 0.2684, 0.1556], [0.3240, 0.0357, 0.0083], [-0.1419, 0.3416, -0.1080], [0.3882, -0.1104, -0.2147], [-0.2581, 0.3281, 0.0917], [0.0197, -0.2639, 0.3477], [0.1532, 0.1692, 0.1091], [0.0229, 0.0335, -0.0829], [-0.1464, -0.0151, -0.1012], [-0.1046, 0.3216, 0.0163], [-0.5362, 1.0210, -0.0512], [-0.1118, 0.0685, -0.0853], [0.1605, 0.0239, 0.0440], [-0.0401, -0.1525, 0.0355], [0.3560, 0.1075, -0.0171], [-0.1183, -0.1552, -0.0917], [-0.1538, 0.0036, 0.0495], [0.0675, -0.0990, -0.3604], [-0.0321, 0.1317, -0.0394], [-0.0818, 0.0184, 0.2487], [-0.4558, 0.0805, 0.3173], [0.2640, -0.1051, -0.2362], [0.0942, 0.0665, -0.1571], [0.1565, 0.2760, 0.0837], [0.0614, -0.1985, 0.0918], [-0.1245, -0.2645, -0.1473]]
}

{
  "formula": "C8H34N8O11",
  "method": "wB97M-V/def2-TZVPD",
  "lumo_energy_ha": -0.001,
  "molar_mass_g_mol": 418.4,
  "fmax_ev_per_a": 17.12,
  "homo_ha": -0.3015,
  "relative_energy_kcal_mol": 617.8,
  "orbital_gap_ev": 8.19,
  "e_tot_ev": -43267.8109,
  "species": ["C", "O", "N", "N", "H", "H", "H", "H", "C", "O", "N", "N", "H", "H", "H", "H", "C", "O", "N", "N", "H", "H", "H", "H", "C", "O", "N", "N", "H", "H", "H", "H", "C", "C", "O", "O", "H", "H", "H", "H", "H", "H", "C", "C", "O", "O", "H", "H", "H", "H", "H", "H", "O", "H", "H", "O", "H", "H", "O", "H", "H"],
  "xyz": [[0.8579, 1.0601, 3.2010], [0.7009, 0.2746, 4.1492], [0.3939, 0.8155, 1.9823], [1.4911, 2.1953, 3.4228], [-0.2301, 0.0216, 2.0023], [0.5084, 1.3685, 1.1449], [1.9907, 2.3528, 4.2864], [1.5402, 2.8382, 2.6455], [-1.8576, -3.5872, -0.9989], [-1.8099, -4.2175, 0.0360], [-2.3801, -3.9306, -2.1024], [-1.1491, -2.4579, -1.1715], [-2.5107, -4.9215, -2.2475], [-2.5229, -3.3019, -2.8799], [-0.9229, -2.1176, -2.0952], [-0.5705, -2.1173, -0.4170], [2.2629, 0.5335, -0.8874], [1.5230, -0.0452, -1.6457], [2.3544, 1.7912, -0.6096], [3.0664, -0.1062, -0.1271], [1.6546, 2.4821, -0.8398], [3.1684, 1.9400, -0.0306], [3.3410, 0.3844, 0.7120], [3.0971, -1.1150, -0.1637], [-2.6202, 2.4874, 0.7780], [-2.7034, 3.5972, 0.3872], [-1.5649, 2.1201, 1.4640], [-3.4318, 1.4242, 0.5386], [-0.7572, 2.7242, 1.4120], [-1.5797, 1.1694, 1.8047], [-3.3626, 0.6615, 1.1972], [-4.3612, 1.6077, 0.1885], [2.6609, -3.1400, -0.5116], [1.2559, -2.7969, 0.1602], [0.5830, -1.7642, -0.5461], [3.3408, -1.8741, -0.7508], [2.5426, -3.8279, -1.3488], [3.2814, -3.8089, 0.0848], [1.5389, -2.4803, 1.1640], [0.6270, -3.6872, 0.1692], [1.1011, -0.9561, -0.5627], [3.7301, -1.9114, -1.6275], [0.1368, 2.0307, -2.2164], [-0.0716, 2.7446, -0.8709], [0.4080, 2.0442, 0.3174], [-0.3294, 0.7186, -2.2445], [1.1893, 1.9878, -2.4964], [-0.4799, 2.6307, -2.8856], [-1.1309, 2.9319, -0.6949], [0.4527, 3.6843, -1.0446], [-0.0116, 1.1887, 0.4340], [0.3222, 0.1232, -1.8669], [-2.1034, 0.2255, 2.0799], [-2.4307, -0.5974, 1.7168], [-2.4435, 0.2452, 2.9745], [-0.4005, 0.1346, 0.1431], [-0.0987, -0.5068, -0.5001], [-1.2467, -0.2016, 0.4384], [-2.0819, -0.0451, -1.6968], [-2.7137, 0.5604, -1.3088], [-1.2446, 0.4159, -1.6448]],
  "forces_ev_per_angstrom": [[-0.6490, -2.1696, 1.6383], [-0.2633, -0.3456, 0.0553], [1.7135, -4.2666, 6.6747], [1.3618, 2.6027, -0.6205], [1.4700, 0.3434, 0.6487], [3.7487, -0.6103, 6.8642], [-0.3083, -0.0719, -0.3299], [0.3160, 0.2141, 0.4449], [3.4653, 3.1690, 1.6532], [-0.5188, -1.2747, 1.6640], [-3.5849, -3.5722, -5.1001], [-4.4862, -1.9183, -0.3041], [-0.4958, 0.2496, -0.1226], [0.1879, -0.1921, 0.3629], [-0.3992, -0.0655, 0.3792], [-3.3444, -0.9102, -0.2104], [2.0112, 2.0879, 1.9654], [2.8217, -1.9331, -2.6652], [2.4995, 3.7784, -1.9976], [1.6525, 6.2691, 6.1843], [2.0251, -0.2939, 0.1553], [-0.6608, 1.1105, -0.2441], [0.0411, 0.0063, -0.0853], [-0.8639, 3.3943, 3.3216], [1.1590, -1.7701, 1.7947], [-2.0287, 4.2070, -2.4791], [0.6234, 4.3113, 1.0391], [-3.0505, -0.5121, -1.2588], [-1.1391, 0.1675, 0.5732], [2.4149, 3.9571, -1.0721], [-0.9259, 1.1499, -1.0024], [0.1447, 0.2531, 0.0064], [-1.3507, -1.0281, 0.3963], [2.5041, -0.3798, -0.4334], [8.6433, -1.4503, 2.1168], [2.3282, -15.4887, -6.8997], [-0.2468, 0.9709, -0.9523], [-0.0342, 0.5471, 0.9106], [-0.6105, 0.1204, 0.2542], [-0.1266, 0.1382, 0.1045], [2.0276, -0.7099, 0.0472], [0.2327, 0.5554, -0.1884], [-0.3138, -0.3917, 0.3107], [-0.8530, -1.0063, 0.0519], [1.5223, 11.7934, -7.4363], [1.8633, 4.7521, -4.9164], [-0.1978, 0.5913, -0.5632], [0.2969, -0.0767, -0.4435], [0.3581, 0.3439, -0.4253], [-0.0050, 0.4305, 0.7921], [-3.7149, -1.1667, -4.7201], [0.6469, 0.6192, -1.1038], [-3.5028, -9.2963, 4.1541], [-0.0485, -1.2343, 0.0359], [0.1350, 0.0654, 0.8831], [-3.7488, -4.3655, -1.2806], [-1.5733, 0.6332, 0.5889], [-0.0886, 0.0100, -0.8830], [-7.5288, -2.9625, 1.2731], [-0.5762, -0.0996, 0.1318], [-0.9756, 0.7204, 0.2619]]
}

{
  "formula": "C8H34O10",
  "method": "wB97M-V/def2-TZVPD",
  "lumo_energy_ha": 0.000,
  "molar_mass_g_mol": 290.4,
  "fmax_ev_per_a": 2.08,
  "homo_ha": -0.3120,
  "relative_energy_kcal_mol": 26.6,
  "smiles": "C=C/C(=C/C)CCC.O.O.O.O.O.O.O.O.O.O",
  "orbital_gap_ev": 8.50,
  "e_tot_ev": -29321.3001,
  "species": ["C", "C", "C", "C", "C", "C", "C", "C", "H", "H", "H", "H", "H", "H", "H", "H", "H", "H", "H", "H", "H", "H", "O", "H", "H", "O", "H", "H", "O", "H", "H", "O", "H", "H", "O", "H", "H", "O", "H", "H", "O", "H", "H", "O", "H", "H", "O", "H", "H", "O", "H", "H"],
  "xyz": [[2.4779, -0.9422, 0.2259], [1.2828, -0.3535, 0.1957], [0.9070, 0.7593, -0.7046], [1.7367, 1.1804, -1.6730], [1.4831, 2.3766, -2.5520], [-0.1499, 1.7148, -0.1633], [-1.5734, 1.1749, -0.3221], [-2.5982, 2.2156, 0.1781], [3.3395, -0.5995, -0.3347], [2.6431, -1.7322, 0.9457], [0.5416, -0.7971, 0.8464], [2.5513, 0.5068, -1.9219], [0.4861, 2.4281, -2.9692], [2.1415, 2.3588, -3.4197], [1.7976, 3.2371, -1.9559], [0.0825, 1.8308, 0.9035], [-0.0404, 2.7190, -0.5676], [-1.7439, 0.9368, -1.3737], [-1.6995, 0.2506, 0.2356], [-2.2298, 2.9572, 0.8868], [-3.0146, 2.8256, -0.6257], [-3.3878, 1.6636, 0.6482], [2.1718, -2.6909, 3.6152], [2.4522, -2.0168, 4.2596], [2.5046, -3.4369, 4.1404], [4.1443, -0.2738, 2.7286], [3.6053, -1.0554, 2.8895], [4.1564, -0.1781, 1.7702], [0.7147, 3.4782, 3.5513], [1.5030, 2.9200, 3.5323], [0.0258, 2.8110, 3.4397], [-1.6093, 1.1974, -4.2174], [-2.3884, 1.3002, -3.6566], [-1.9512, 0.6147, -4.9070], [-0.7122, -2.6306, 2.6154], [-0.8989, -3.4619, 3.0664], [0.2448, -2.5438, 2.7645], [1.8633, 0.2736, 5.0350], [2.7443, 0.4030, 4.6705], [1.4296, 1.1087, 5.2184], [-0.3124, -2.1176, -3.4504], [0.1149, -1.3522, -3.8498], [-0.2632, -1.9422, -2.4955], [-4.7613, -0.7258, -3.4540], [-4.6160, -0.4425, -2.5543], [-3.9512, -0.6035, -3.9502], [-2.7341, -2.5008, -2.3706], [-2.3330, -3.2930, -1.9911], [-2.0602, -2.4113, -3.0773], [-1.1514, -2.1437, -0.1316], [-0.9289, -2.5841, 0.7110], [-2.0368, -2.4130, -0.3846]],
  "forces_ev_per_angstrom": [[-0.0405, 0.1862, 0.5137], [0.3484, -0.5778, -0.6367], [0.9094, 1.6724, 0.8293], [-1.1039, -1.2303, -0.5730], [1.2106, -0.2602, 0.1780], [0.0842, -1.0642, 0.1013], [0.1080, 1.1364, 0.3342], [0.0371, -0.0941, -0.5234], [-0.0623, -0.0572, -0.1635], [0.0394, -0.2396, -0.1710], [-0.3113, 0.3778, -0.0282], [0.1352, 0.2266, -0.1827], [-0.3626, 0.2070, 0.4009], [0.1587, -0.0668, 0.0148], [-0.5151, 0.4269, -0.3181], [-0.2068, -0.0256, 0.0372], [-0.1096, -0.0655, -0.3300], [-0.0451, -0.0479, -0.0084], [0.1757, -0.0885, -0.0378], [0.3851, -0.2951, 0.2126], [-0.0661, -0.1817, -0.1392], [-0.7603, 0.0477, 0.2897], [0.8386, 0.0445, 1.1638], [-0.7427, 0.5423, -0.3854], [-0.2877, -0.4719, -0.7000], [0.1607, 0.0861, 0.4242], [0.0155, -0.0850, -0.3256], [-0.1568, 0.0426, 0.0911], [0.0836, -0.6658, 0.0854], [0.1653, 0.3252, -0.0982], [-0.2347, 0.2665, -0.0506], [-0.4318, -0.2831, -0.0498], [0.1738, 0.2140, 0.1755], [0.2920, 0.0873, -0.1473], [0.4716, -0.3286, 0.0906], [-0.2341, 0.0475, -0.0272], [-0.0767, 0.1954, 0.0816], [-0.1182, -0.8377, 0.0187], [-0.0449, 0.6347, -0.0849], [0.3337, 0.2113, -0.0517], [0.2868, 0.1235, 0.1903], [-0.0558, 0.0295, -0.0131], [0.0858, -0.0096, -0.0420], [-0.7177, 0.1679, -0.6088], [0.3953, -0.0361, 0.2656], [0.1851, -0.1049, 0.2943], [0.5195, -0.7396, -0.3800], [-0.4759, -0.2468, 0.2843], [-0.4549, 0.6600, -0.0268], [0.4786, -0.3221, 0.1141], [-0.3261, 0.2705, -0.1623], [-0.1362, 0.1960, 0.0748]]
}